1.
Below is a molecular structure, C12H30CsN2O4, with properties calculated with ωB97M-V/def2-TZVPD.

Properties
E_HOMO ... -11.5257 eV
2S+1 ... 1
ΔE to the lowest compared entry with this formula, charge and spin ... 963.0 kJ/mol
Maximum force ... 0.199 hartree/bohr
HOMO-LUMO gap ... 9.00 eV
Net charge ... +1
LUMO level ... -2.527 eV

Cartesian coordinates (Å):
Cs  -1.1275  -0.9132  0.4246
C  -1.2105  1.7878  -0.7654
O  -0.5843  1.2593  0.4027
C  0.0264  2.2408  1.2087
C  0.5825  1.4785  2.4180
N  1.8427  0.7715  2.0142
C  1.9890  -0.3323  2.9193
C  3.1545  -1.2127  2.5039
O  3.2322  -1.5778  1.0826
C  4.5707  -2.1240  0.8641
H  -0.3973  2.1442  -1.3977
H  -2.0236  2.4865  -0.5690
H  -1.6878  1.1219  -1.4843
H  -0.8296  2.8477  1.5039
H  0.7864  2.9002  0.7896
H  -0.2287  0.9119  2.8753
H  0.8907  2.2363  3.1383
H  1.7826  0.4943  1.0448
H  1.0723  -0.9192  2.8618
H  2.0591  -0.0985  3.9817
H  3.2111  -2.1234  3.0999
H  4.0371  -0.5783  2.5850
H  4.6276  -3.1374  1.2615
H  5.3735  -1.5519  1.3292
H  4.7882  -2.0594  -0.2020
C  1.6378  -2.7444  -0.3979
O  0.9910  -1.6350  -0.9691
C  0.2725  -1.9382  -2.2086
C  -0.5151  -0.7346  -2.7768
N  -1.7264  -0.5265  -1.9676
C  -2.4691  0.7231  -2.4726
C  -3.6121  1.1106  -1.5189
O  -3.1483  2.0353  -0.5064
C  -4.1338  2.4586  0.4137
H  1.0035  -3.6308  -0.3908
H  1.9051  -2.5838  0.6465
H  2.5522  -2.9572  -0.9517
H  -0.2979  -2.8345  -1.9646
H  0.8706  -2.1634  -3.0916
H  -0.7834  -0.9327  -3.8145
H  0.0913  0.1689  -2.8406
H  -2.3114  -1.3354  -2.1208
H  -2.8649  0.6151  -3.4824
H  -1.7758  1.5642  -2.4774
H  -4.0719  0.2172  -1.0961
H  -4.4553  1.5180  -2.0767
H  -4.1864  1.6701  1.1643
H  -5.1502  2.5677  0.0354
H  -3.7591  3.3149  0.9745

=====

2.
Below is 3 unconnected molecules or ions with the total composition C12H30F4O8PS2, with properties calculated with ωB97M-V/def2-TZVPD.

Properties
E_HOMO ... -5.0256 eV
2S+1 ... 1
Maximum force ... 0.038 hartree/bohr
HOMO-LUMO gap ... 6.70 eV
Net charge ... -1
LUMO level ... 1.676 eV

Cartesian coordinates (Å):
C  7.3849  2.1596  -1.2301
C  6.1125  1.6509  -2.0668
O  6.1929  0.2792  -2.4279
P  5.5858  -0.8051  -1.1930
O  7.2179  -0.9532  -0.5823
C  3.8322  -0.6935  -1.9345
C  2.6736  -0.3147  -0.9180
C  2.6794  1.1944  -0.4465
F  1.3241  1.5446  -0.1021
C  5.0407  -2.1524  0.0917
F  4.5997  -1.6246  1.3268
F  6.1410  -2.9568  0.4574
F  4.1114  -3.0883  -0.4047
H  7.4279  3.2840  -1.2172
H  8.2969  1.7847  -1.7965
H  7.4207  1.6783  -0.2139
H  5.1486  1.9607  -1.5726
H  6.1624  2.2386  -3.0440
H  5.3574  0.2460  -0.2357
H  5.8999  -1.9049  -2.1018
H  7.8122  -1.2866  -1.2667
H  3.5890  -1.6717  -2.4491
H  3.8387  0.0840  -2.7656
H  1.6919  -0.4544  -1.4797
H  2.6002  -0.9717  -0.0090
H  2.9334  1.8158  -1.3626
H  3.3686  1.4080  0.4125
O  -4.4864  1.4210  -0.1333
S  -4.3363  2.8415  0.0522
O  -3.8527  3.6937  -0.9973
O  -3.4715  3.1053  1.3851
C  -2.1633  2.5163  1.4845
C  -1.1545  3.2181  0.5952
C  -5.8668  3.5046  0.6419
H  -2.2093  1.4471  1.2621
H  -1.8533  2.6164  2.5257
H  -1.3976  3.0863  -0.4590
H  -0.1535  2.8192  0.7575
H  -1.1481  4.2922  0.7946
H  -6.2308  2.8895  1.4626
H  -6.5741  3.4835  -0.1864
H  -5.7037  4.5314  0.9640
O  -6.8434  -3.4003  -0.4598
S  -5.6708  -2.8129  0.1346
O  -4.3528  -3.3078  -0.1510
O  -5.8728  -2.7619  1.7376
C  -6.1510  -3.9855  2.4241
C  -4.9223  -4.8723  2.5201
C  -5.6875  -1.0686  -0.1551
H  -6.9816  -4.5108  1.9448
H  -6.4771  -3.7148  3.4298
H  -4.6035  -5.2140  1.5353
H  -5.1303  -5.7553  3.1289
H  -4.0862  -4.3248  2.9591
H  -6.6715  -0.6754  0.0932
H  -5.4743  -0.9081  -1.2106
H  -4.9169  -0.6043  0.4512

=====

3.
Below is 4 unconnected molecules or ions with the total composition C12H30FNO12P2S3Si, with properties calculated with ωB97M-V/def2-TZVPD.

Properties
SMILES ... CC[C@H](F)[Si@H]([PH2]=N)P(C)CC.O=S1(=O)OCCO1.O=S1(=O)OCCO1.O=S1(=O)OCCO1
E_HOMO ... -7.7867 eV
2S+1 ... 1
ΔE to the lowest compared entry with this formula, charge and spin ... 0.0 kJ/mol
Maximum force ... 0.029 hartree/bohr
HOMO-LUMO gap ... 8.10 eV
LUMO level ... 0.318 eV

Cartesian coordinates (Å):
C  -0.9922  -1.1990  -1.2588
C  -2.2675  -1.8482  -0.7146
C  -2.0548  -2.6468  0.5550
F  -3.1425  -3.5328  0.6950
Si  -1.9434  -1.6530  2.1871
P  -2.3810  0.5444  1.9145
N  -3.9038  0.9847  2.0806
P  0.1379  -1.9044  2.9771
C  0.1758  -0.8977  4.5169
C  1.1703  -1.0374  1.6869
C  2.5002  -0.4679  2.2167
H  -0.8695  -0.1659  -0.9507
H  -1.0520  -1.1741  -2.3423
H  -0.0899  -1.7533  -1.0154
H  -3.0535  -1.1042  -0.5864
H  -2.6267  -2.5581  -1.4586
H  -1.1601  -3.2612  0.4472
H  -2.9115  -2.1686  3.1733
H  -1.5705  1.1979  2.8689
H  -1.8061  0.9405  0.6887
H  -4.4665  0.1584  2.2533
H  -0.2637  -1.5069  5.3018
H  -0.3935  0.0295  4.4813
H  1.1832  -0.6573  4.8375
H  1.3409  -1.7798  0.9130
H  0.5971  -0.2451  1.2075
H  3.3298  -1.0283  1.7982
H  2.5490  -0.5029  3.2980
H  2.6082  0.5609  1.8900
O  -0.1246  -2.1566  8.0785
S  1.0178  -2.8916  7.6754
O  2.0443  -2.2989  6.9006
O  0.5200  -4.2350  6.9657
C  1.0698  -5.3846  7.6221
C  1.2432  -4.9413  9.0605
O  1.6902  -3.5826  8.9520
H  2.0262  -5.6293  7.1568
H  0.3852  -6.2213  7.5181
H  1.9861  -5.5242  9.5966
H  0.2971  -4.9570  9.6047
O  2.5366  -1.0697  -4.7989
S  1.4768  -0.2158  -4.4026
O  1.1925  0.0103  -3.0324
O  0.1446  -0.6913  -5.1498
C  -0.4134  0.3932  -5.9123
C  0.7831  1.2334  -6.2967
O  1.6193  1.1976  -5.1269
H  -1.1049  0.9489  -5.2766
H  -0.9428  -0.0067  -6.7722
H  0.5152  2.2624  -6.5201
H  1.3332  0.7898  -7.1300
O  -0.1970  4.1051  -5.9772
S  -0.4225  5.4750  -5.6676
O  -1.1904  5.8490  -4.5427
O  -0.9884  6.1868  -6.9811
C  -0.1520  7.2942  -7.3505
C  1.2261  6.8924  -6.8668
O  0.9751  6.2422  -5.6121
H  -0.5141  8.1896  -6.8432
H  -0.1963  7.4369  -8.4262
H  1.8848  7.7408  -6.7084
H  1.6995  6.1783  -7.5433

=====

4.
Below is a molecular structure, C12H30N2O4Tl, with properties calculated with ωB97M-V/def2-TZVPD.

Properties
E_HOMO ... -19.3544 eV
2S+1 ... 1
ΔE to the lowest compared entry with this formula, charge and spin ... 187.4 kJ/mol
Maximum force ... 0.060 hartree/bohr
HOMO-LUMO gap ... 3.47 eV
Net charge ... +3
LUMO level ... -15.885 eV

Cartesian coordinates (Å):
Tl  0.2043  -0.4241  0.2145
C  2.6353  0.0537  3.3933
O  2.7729  -0.4557  2.0597
C  3.9632  -0.0570  1.4044
C  3.9322  -0.6269  -0.0518
N  2.8876  0.0050  -0.8426
C  2.9270  -0.4227  -2.2412
C  1.9594  0.3881  -3.0922
O  0.7017  0.4847  -2.4776
C  -0.2734  1.1696  -3.2844
H  1.7341  -0.3680  3.8385
H  2.3970  1.1167  3.3570
H  3.5124  -0.1318  4.0133
H  4.7889  -0.5637  1.9040
H  4.0969  1.0241  1.4439
H  3.8589  -1.7144  -0.0487
H  4.8952  -0.3894  -0.5037
H  3.1653  0.9759  -0.8581
H  2.7870  -1.5012  -2.3128
H  3.9708  -0.3625  -2.5493
H  1.9345  -0.0234  -4.1012
H  2.3262  1.4024  -3.2491
H  0.0993  2.1539  -3.5679
H  -1.1986  1.2901  -2.7209
H  -0.4752  0.6542  -4.2234
C  -0.9290  2.3030  2.8159
O  -1.3001  1.6799  1.5666
C  -2.6733  1.8990  1.2286
C  -2.8756  1.6523  -0.2381
N  -2.6537  0.2701  -0.7479
C  -3.6406  -0.6246  -0.1724
C  -3.2413  -2.1182  -0.3809
O  -2.0143  -2.4462  0.2178
C  -1.7540  -3.8292  0.3662
H  -0.7032  3.3575  2.6574
H  -0.0532  1.7191  3.0990
H  -1.6679  2.1490  3.6023
H  -2.9553  2.9165  1.4993
H  -3.3443  1.3739  1.9084
H  -2.3159  2.3682  -0.8399
H  -3.9001  1.8812  -0.5317
H  -3.1030  0.3580  -1.6481
H  -4.6529  -0.4010  -0.5091
H  -3.6796  -0.4957  0.9093
H  -3.2205  -2.3304  -1.4499
H  -4.0411  -2.7135  0.0596
H  -1.5018  -4.3110  -0.5785
H  -2.5451  -4.4974  0.7067
H  -0.8372  -3.8378  0.9556

=====

5.
Below is 3 unconnected molecules or ions with the total composition C12H30N3O7P, with properties calculated with ωB97M-V/def2-TZVPD.

Properties
SMILES ... CO[C@@H](COCCCN)P(=O)(O)O.CN(C)C=O.CN(C)C=O
E_HOMO ... -8.3946 eV
2S+1 ... 1
ΔE to the lowest compared entry with this formula, charge and spin ... 0.0 kJ/mol
Maximum force ... 0.006 hartree/bohr
HOMO-LUMO gap ... 9.01 eV
LUMO level ... 0.612 eV

Cartesian coordinates (Å):
C  -4.6933  1.0875  -1.2852
O  -4.1424  1.4556  -2.5357
C  -2.7295  1.4670  -2.5697
C  -2.2241  0.2698  -3.4079
O  -1.0429  -0.3077  -2.9400
C  0.1683  0.3326  -3.3559
C  1.2240  0.3543  -2.2589
C  0.7553  0.7800  -0.8694
N  -0.0148  -0.2136  -0.1128
P  -2.2188  3.1359  -3.0918
O  -0.7907  3.4284  -2.9250
O  -2.8202  3.3160  -4.5610
O  -3.1794  4.0970  -2.2576
H  -4.1715  0.2177  -0.8677
H  -5.7366  0.8295  -1.4517
H  -4.6261  1.9133  -0.5685
H  -2.2855  1.3465  -1.5714
H  -3.0102  -0.4838  -3.3255
H  -2.1351  0.5240  -4.4768
H  0.5467  -0.2002  -4.2349
H  -0.0482  1.3669  -3.6419
H  1.9777  1.0756  -2.5926
H  1.7312  -0.6128  -2.1817
H  1.6476  1.0022  -0.2805
H  0.1811  1.7097  -0.9413
H  -1.0012  -0.1563  -0.3295
H  0.2660  -1.1509  -0.3945
H  -2.6898  2.5651  -5.1522
H  -2.6661  4.8407  -1.9098
C  2.4600  1.7497  4.1626
N  3.0821  0.8416  3.2290
C  3.5303  -0.4622  3.6804
C  3.2401  1.1475  1.9222
O  3.7486  0.4049  1.1074
H  3.1401  2.0148  4.9754
H  1.5550  1.3172  4.5958
H  2.1819  2.6628  3.6379
H  4.6002  -0.5874  3.5110
H  3.0144  -1.2565  3.1380
H  3.3212  -0.5542  4.7446
H  2.8516  2.1462  1.6606
C  0.9723  -4.4387  3.1980
N  0.6701  -3.6477  2.0296
C  -0.3519  -2.6153  2.0964
C  1.2972  -3.8376  0.8500
O  1.0461  -3.2205  -0.1675
H  0.0952  -4.9926  3.5405
H  1.3268  -3.8140  4.0214
H  1.7547  -5.1558  2.9520
H  -1.1277  -2.8042  1.3521
H  0.0662  -1.6317  1.8816
H  -0.8026  -2.6202  3.0873
H  2.0566  -4.6363  0.8856

=====

6.
Below is 3 unconnected molecules or ions with the total composition C12H30O3, with properties calculated with ωB97M-V/def2-TZVPD.

Properties
SMILES ... CCOCC.CCOCC.CCOCC
E_HOMO ... -9.4006 eV
2S+1 ... 1
ΔE to the lowest compared entry with this formula, charge and spin ... 18.6 kJ/mol
Maximum force ... 0.157 hartree/bohr
HOMO-LUMO gap ... 10.27 eV
LUMO level ... 0.873 eV

Cartesian coordinates (Å):
C  0.2895  -1.2557  -1.5331
C  0.4655  -0.8787  -0.1081
O  1.8615  -0.9687  0.3309
C  1.8595  -0.5117  1.7369
C  3.2545  -0.5307  2.0269
H  0.6375  -2.1487  -1.8411
H  0.8465  -0.5857  -2.3401
H  -0.7305  -1.3127  -1.7271
H  -0.1505  -1.6317  0.4309
H  -0.0595  0.0583  -0.0891
H  1.4375  -1.0857  2.5429
H  1.5055  0.4193  1.6399
H  3.4345  -0.0847  2.9009
H  3.6585  -0.0807  1.1809
H  3.6985  -1.5817  1.9099
C  -2.5325  -3.6597  1.9699
C  -3.3355  -2.3627  1.7709
O  -2.5485  -1.2277  1.8329
C  -3.2975  -0.0717  2.2449
C  -2.4245  1.0033  2.3729
H  -1.6395  -3.9277  1.3499
H  -3.4175  -4.4587  1.9249
H  -2.1445  -3.7207  3.0049
H  -3.9945  -2.3987  2.6639
H  -3.8145  -2.4087  0.7759
H  -3.9525  -0.3107  3.0819
H  -3.8645  0.2293  1.4349
H  -2.6595  1.9863  2.4199
H  -1.6845  1.1753  1.3429
H  -1.7645  0.7903  3.3109
C  -0.5615  2.9513  -1.4581
C  0.9135  2.7683  -1.5821
O  1.1205  2.0993  -2.7551
C  2.4555  1.5543  -2.9531
C  2.6815  0.9963  -4.2251
H  -0.9955  2.0163  -1.8101
H  -1.1625  3.4643  -2.1971
H  -0.7515  3.4073  -0.4541
H  1.3885  2.3323  -0.6701
H  1.6445  3.7953  -1.5911
H  2.9075  0.8503  -2.1821
H  3.2075  2.5093  -2.9011
H  2.1505  0.1383  -4.3521
H  3.6845  0.9693  -4.4121
H  2.3835  1.6903  -5.0181

=====

Q: Among the records above, which one has the lowest maximum force?
A: C12H30N3O7P

=====

Q: What is the maximum force in the second record?
A: 0.038 hartree/bohr

=====

Q: Which of these has the lowest E_HOMO?
A: C12H30N2O4Tl

=====

Q: The lowest maximum force belongs to which entry?
A: C12H30N3O7P